[1]
# C3H7Cl3O

C3H7Cl3O as an isolated structure (the ωB97M-V functional and the def2-TZVPD basis, the Open Molecules 2025 dataset).

## Properties
F_max = 2.453 eV/A
HOMO energy = -10.83 eV
E = -42838.713 eV
LUMO = 0.5179 eV
HOMO-LUMO gap = 11.3 eV
Energy above the lowest of the compared OMol25 structures with the same formula, charge and spin = 57.95 kJ/mol

Last column: Löwdin charge in e.
Cartesian coordinates (Å):
Cl 1.059 2.550 -0.432  0.611
Cl 1.593 -0.176 -0.833  0.643
Cl -0.289 1.096 -2.541  0.645
C -1.710 -0.584 -0.065  -0.123
C 0.239 1.084 -0.906  -1.560
C -0.897 0.697 0.125  -0.363
H -2.520 -0.635 0.682  0.083
H -1.027 -1.434 0.099  0.074
H -2.153 -0.678 -1.071  0.066
H -1.502 1.622 0.196  0.106
H -0.447 0.512 1.120  0.107
O 2.869 -1.593 1.160  -0.152
H 2.392 -1.079 0.469  -0.179
H 2.395 -1.382 1.997  0.041



[2]
# C5H5FOS

One molecule with the formula C5H5FOS (the ωB97M-V functional and the def2-TZVPD basis, the Open Molecules 2025 dataset).

## Properties
F_max = 6.553 eV/A
HOMO energy = -9.32 eV
E = -20862.381 eV
Structure (SMILES) = FC1=C[C@@H]2O[C@@H]2[C@H]1S
LUMO = 0.6453 eV
HOMO-LUMO gap = 10.0 eV
Energy above the lowest of the compared OMol25 structures with the same formula, charge and spin = 344.04 kJ/mol

Last column: Löwdin charge in e.
Cartesian coordinates (Å):
C 0.685 -0.331 0.756  -0.555
C -0.403 -1.113 0.120  -0.268
C -1.486 -0.110 -0.337  -0.294
C -0.837 1.150 -0.361  0.034
C 0.349 1.020 0.313  -0.319
H 2.057 0.007 -1.158  -0.057
H 1.015 -0.516 1.767  0.109
H -0.024 -1.981 -0.582  0.165
H -1.975 -0.719 -1.281  0.199
H -1.210 2.169 -0.443  0.126
O -1.624 -0.827 0.812  0.024
F 1.194 2.062 0.419  0.063
S 2.259 -0.812 -0.024  0.774



[3]
# C4H13NO2

A 3-piece molecular cluster, C4H13NO2 overall (the ωB97M-V functional and the def2-TZVPD basis, the Open Molecules 2025 dataset).

## Properties
F_max = 1.885 eV/A
HOMO energy = -8.31 eV
E = -9943.246 eV
Structure (SMILES) = C=C(N)CC.O.O
LUMO = 0.5998 eV
HOMO-LUMO gap = 8.9 eV
Energy above the lowest of the compared OMol25 structures with the same formula, charge and spin = 91.75 kJ/mol

Last column: Löwdin charge in e.
Cartesian coordinates (Å):
C -0.811 -0.846 2.275  -0.085
C -0.044 -0.960 0.913  -0.201
C 0.661 0.319 0.575  -0.457
C 1.915 0.510 1.007  0.014
N -0.093 1.365 0.004  0.100
H -0.810 -1.874 2.655  0.064
H -0.209 -0.302 2.996  0.070
H -1.856 -0.563 2.233  0.064
H 0.642 -1.790 1.002  0.101
H -0.822 -1.225 0.194  0.085
H 2.346 -0.120 1.775  0.054
H 2.519 1.360 0.708  0.047
H -0.599 1.093 -0.842  0.035
H 0.580 2.085 -0.238  0.086
H -1.632 -0.444 -2.833  0.058
H -2.239 -0.599 -1.413  0.044
O -1.901 0.046 -2.041  -0.055
H 0.326 0.410 -2.405  -0.012
H 1.490 0.835 -3.266  0.044
O 0.537 0.698 -3.297  -0.055



[4]
# C3H9N3O2

A 2-piece molecular cluster, C3H9N3O2 overall (the ωB97M-V functional and the def2-TZVPD basis, the Open Molecules 2025 dataset).

## Properties
F_max = 2.996 eV/A
HOMO energy = -9.07 eV
E = -11821.420 eV
Structure (SMILES) = CNC(=O)O.C=NN
LUMO = 0.6600 eV
HOMO-LUMO gap = 9.7 eV
Energy above the lowest of the compared OMol25 structures with the same formula, charge and spin = 254.68 kJ/mol

Last column: Löwdin charge in e.
Cartesian coordinates (Å):
C 0.042 -2.107 -0.754  -0.084
C 0.501 1.958 0.260  -0.068
N 1.068 -1.495 -1.246  -0.127
N -0.446 1.018 0.795  0.014
C -1.626 0.746 0.199  -0.666
N 2.121 -1.441 -0.402  -0.046
O -2.291 -0.171 0.915  0.085
O -2.096 1.206 -0.821  0.075
H -3.123 -0.267 0.405  0.136
H -0.285 0.570 1.685  0.144
H 1.883 -0.969 0.472  0.066
H 2.866 -0.886 -0.829  0.081
H 0.021 -2.547 0.259  0.074
H -0.875 -2.204 -1.356  0.067
H 1.498 1.515 0.320  0.068
H 0.269 2.210 -0.778  0.096
H 0.473 2.861 0.874  0.084



[5]
# C10H22N2O5PPdSeTe2

C10H22N2O5PPdSeTe2 as an isolated structure (the ωB97M-V functional and the def2-TZVPD basis, the Open Molecules 2025 dataset).

## Properties
F_max = 0.136 eV/A
HOMO energy = -10.65 eV
E = -116642.594 eV
LUMO = -3.8533 eV
HOMO-LUMO gap = 6.8 eV
Total charge = +1
Energy above the lowest of the compared OMol25 structures with the same formula, charge and spin = 0.00 kJ/mol

Last column: Löwdin charge in e.
Cartesian coordinates (Å):
Pd 1.975 1.465 -0.170  0.654
N 3.436 -0.080 0.040  -0.047
C 3.186 -1.095 1.079  -0.191
C 2.796 -0.456 2.414  -0.065
C 1.393 0.077 2.381  -0.610
O 0.571 -0.457 3.232  -0.391
O 1.012 0.946 1.591  -0.197
H 3.528 -0.523 -0.876  0.050
H 4.330 0.380 0.196  0.113
H 4.073 -1.710 1.237  0.131
H 2.389 -1.747 0.720  0.124
H 3.464 0.380 2.638  0.142
H 2.883 -1.185 3.216  0.134
C -0.396 2.730 -2.503  -0.373
Te 0.215 3.274 -0.556  1.402
C 1.460 4.854 -1.224  -0.406
H -1.013 3.533 -2.898  0.018
H -0.969 1.813 -2.412  -0.005
H 0.494 2.586 -3.108  0.006
H 2.155 4.455 -1.957  -0.004
H 1.999 5.259 -0.371  0.009
H 0.831 5.627 -1.660  0.013
Se 4.537 0.260 -3.546  0.634
C 3.508 1.286 -2.577  -0.968
N 2.799 1.951 -1.903  -0.143
C -5.330 -1.262 0.051  -0.061
C -3.977 -0.743 -0.353  -0.237
O -3.088 -0.877 0.808  -0.299
P -1.610 -0.327 0.766  0.231
O -1.370 0.775 -0.173  -0.386
Te -1.395 0.099 3.189  1.334
O -0.620 -1.536 0.520  -0.263
C -0.872 -2.869 1.058  -0.256
C -1.485 -3.749 -0.001  -0.052
H -6.014 -1.181 -0.794  0.090
H -5.738 -0.682 0.878  0.085
H -5.275 -2.309 0.349  0.083
H -4.000 0.308 -0.635  0.118
H -3.547 -1.318 -1.173  0.121
H -1.513 -2.786 1.937  0.092
H 0.102 -3.236 1.378  0.119
H -2.475 -3.389 -0.280  0.069
H -1.590 -4.763 0.384  0.092
H -0.857 -3.781 -0.891  0.090



[6]
# C12H18AlBrCl2F4O5P

C12H18AlBrCl2F4O5P as an isolated structure (the ωB97M-V functional and the def2-TZVPD basis, the Open Molecules 2025 dataset).

## Properties
F_max = 3.728 eV/A
HOMO energy = -7.44 eV
E = -144824.451 eV
LUMO = 1.6663 eV
HOMO-LUMO gap = 9.1 eV
Total charge = -1

Last column: Löwdin charge in e.
Cartesian coordinates (Å):
C -1.788 -2.898 -0.662  -0.066
C -2.169 -1.394 -0.534  -0.188
C -1.137 -0.576 0.330  -0.289
C -1.807 -0.272 1.688  -0.067
C -0.771 0.661 -0.483  -0.306
O 0.194 0.235 -1.488  0.032
C 1.378 0.240 -0.810  -0.488
O 2.072 -0.665 -0.681  0.204
C 1.473 1.705 -0.221  -0.299
C 1.671 2.516 -1.547  -0.167
O 2.563 1.855 -2.415  -0.174
O 1.879 1.658 -3.624  -0.005
C 2.674 1.888 0.659  -0.549
Cl 4.179 1.265 -0.013  0.804
C 2.816 2.466 1.824  -0.700
C 4.117 2.581 2.559  -0.148
Cl 1.466 3.211 2.638  0.739
C 0.020 1.801 0.258  -0.368
P -0.984 3.337 -0.202  0.637
O -0.527 4.591 0.768  -0.414
Br -3.119 2.935 0.467  0.332
H -2.676 -3.488 -0.460  0.066
H -1.044 -3.193 0.075  0.074
H -1.413 -3.077 -1.662  0.077
H -2.248 -0.966 -1.530  0.099
H -3.129 -1.337 -0.024  0.096
H -0.306 -1.254 0.511  0.132
H -2.318 0.686 1.737  0.003
H -2.454 -1.095 1.972  0.083
H -1.026 -0.241 2.457  0.079
H -1.599 1.001 -1.104  0.107
H 0.739 2.590 -2.100  0.099
H 1.995 3.542 -1.350  0.142
H 2.321 0.903 -4.038  0.116
H 3.851 2.701 3.610  0.060
H 4.704 1.675 2.493  0.056
H 4.656 3.483 2.282  0.089
H -0.190 1.657 1.318  0.068
H -1.086 4.634 1.559  0.023
F -1.482 -8.369 -0.980  -0.218
Al -2.596 -7.075 -0.853  -0.123
F -2.127 -6.040 0.433  -0.212
F -4.163 -7.694 -0.543  -0.219
F -2.612 -6.185 -2.317  -0.216



[7]
# C25H52NO4P

One molecule with the formula C25H52NO4P (the ωB97M-V functional and the def2-TZVPD basis, the Open Molecules 2025 dataset).

## Properties
F_max = 1.411 eV/A
HOMO energy = -9.05 eV
E = -45741.473 eV
Structure (SMILES) = CCCCCCCCCCCCCCCCCCO[P@@](=O)([O-])OC1CC[N+](C)(C)CC1
LUMO = 0.0927 eV
HOMO-LUMO gap = 9.1 eV
Energy above the lowest of the compared OMol25 structures with the same formula, charge and spin = 14.68 kJ/mol

Last column: Löwdin charge in e.
Cartesian coordinates (Å):
C -7.711 -1.450 2.201  -0.122
C -6.461 -0.878 1.541  -0.276
C -6.799 0.274 0.598  -0.236
C -5.565 0.959 0.009  -0.221
C -4.774 0.070 -0.948  -0.218
C -3.610 0.830 -1.579  -0.222
C -2.796 -0.027 -2.550  -0.217
C -1.985 -1.099 -1.824  -0.217
C -0.896 -1.717 -2.699  -0.213
C 0.012 -2.620 -1.868  -0.215
C 1.234 -3.119 -2.638  -0.215
C 2.244 -3.823 -1.728  -0.210
C 3.004 -2.835 -0.844  -0.215
H 2.291 -2.141 -0.407  0.080
C 3.773 -3.525 0.280  -0.216
C 4.448 -2.542 1.241  -0.208
C 3.508 -1.513 1.875  -0.212
C 2.375 -2.125 2.693  -0.166
C 1.326 -1.085 3.088  -0.241
O 0.432 -0.816 2.031  -0.173
P 0.447 0.594 1.266  0.308
O -0.902 0.922 0.757  -0.272
O 1.229 1.620 2.038  -0.317
O 1.408 0.095 -0.042  -0.197
C 1.706 0.807 -1.196  -0.364
C 0.692 1.884 -1.595  -0.093
C 0.679 3.046 -0.616  -0.119
H 0.256 2.667 0.315  0.087
N 2.015 3.631 -0.311  -0.318
C 2.471 4.471 -1.427  0.004
H 1.779 5.298 -1.575  0.112
H 3.461 4.872 -1.213  0.113
H 2.517 3.887 -2.342  0.101
C 1.870 4.452 0.904  0.006
H 1.117 5.222 0.748  0.114
H 2.821 4.919 1.156  0.112
H 1.556 3.799 1.722  0.098
C 3.009 2.563 -0.009  -0.116
C 3.084 1.484 -1.072  -0.086
H 3.814 0.742 -0.745  0.125
H 3.401 1.867 -2.044  0.117
H 3.980 3.038 0.148  0.140
H 2.671 2.085 0.922  0.104
H 0.037 3.846 -0.991  0.146
H -0.305 1.444 -1.566  0.108
H 0.907 2.208 -2.617  0.124
H 1.752 0.061 -2.005  0.141
H 1.803 -0.152 3.407  0.107
H 0.717 -1.471 3.916  0.121
H 1.863 -2.892 2.113  0.110
H 2.775 -2.588 3.599  0.118
H 3.065 -0.890 1.100  0.075
H 4.097 -0.859 2.524  0.117
H 4.934 -3.116 2.036  0.107
H 5.232 -2.004 0.701  0.105
H 4.541 -4.176 -0.148  0.112
H 3.087 -4.165 0.838  0.103
H 3.700 -2.257 -1.460  0.122
H 1.709 -4.535 -1.096  0.113
H 2.954 -4.391 -2.336  0.109
H 0.908 -3.808 -3.422  0.109
H 1.727 -2.276 -3.131  0.103
H -0.560 -3.479 -1.509  0.122
H 0.331 -2.054 -0.993  0.092
H -1.345 -2.283 -3.520  0.116
H -0.295 -0.918 -3.144  0.100
H -2.649 -1.890 -1.474  0.115
H -1.520 -0.648 -0.945  0.089
H -2.109 0.626 -3.098  0.098
H -3.460 -0.489 -3.286  0.111
H -4.003 1.703 -2.110  0.109
H -2.948 1.182 -0.785  0.094
H -5.438 -0.302 -1.733  0.119
H -4.380 -0.785 -0.401  0.102
H -5.888 1.856 -0.528  0.108
H -4.906 1.277 0.819  0.116
H -7.381 1.017 1.150  0.108
H -7.429 -0.098 -0.215  0.111
H -5.956 -1.671 0.988  0.101
H -5.774 -0.521 2.311  0.112
H -8.220 -0.685 2.783  0.068
H -7.453 -2.271 2.865  0.065
H -8.403 -1.822 1.448  0.069



[8]
# C29H36F6N2O6RuSi

C29H36F6N2O6RuSi as an isolated structure (the ωB97M-V functional and the def2-TZVPD basis, the Open Molecules 2025 dataset).

## Properties
F_max = 3.253 eV/A
HOMO energy (alpha / beta) = -5.75 / -5.84 eV
<S²> = 0.940
E = -72689.748 eV
LUMO (alpha / beta) = 1.8649 / 2.3123 eV
HOMO-LUMO gap (alpha / beta) = 7.6 / 8.2 eV
Total charge = -1
Spin multiplicity = 2
Energy above the lowest of the compared OMol25 structures with the same formula, charge and spin = 0.00 kJ/mol

Last column: Mulliken spin population.
Cartesian coordinates (Å):
Ru -0.660 -0.428 -1.302  1.135
O 1.725 0.495 -1.374  0.045
C 2.347 0.237 -2.620  -0.005
C 1.402 0.468 -3.776  -0.003
N 0.295 -0.473 -3.779  0.007
C -0.870 0.005 -4.493  0.008
C -2.178 -0.690 -3.991  0.005
O -2.933 -1.135 -4.845  -0.004
O -2.345 -0.674 -2.732  -0.051
C 0.664 -1.827 -4.152  0.003
C 0.370 -2.891 -3.062  -0.010
O 0.904 -3.989 -3.215  0.001
O -0.403 -2.540 -2.123  0.017
H 1.175 1.314 -1.469  -0.004
H 2.695 -0.799 -2.593  0.001
H 3.216 0.895 -2.740  0.002
H 1.975 0.435 -4.716  0.002
H 0.984 1.469 -3.665  -0.001
H -0.812 -0.173 -5.573  0.001
H -0.997 1.070 -4.311  -0.002
H 1.723 -1.906 -4.402  0.000
H 0.082 -2.157 -5.017  0.000
C -1.999 -0.177 0.572  -0.118
Si -0.620 0.035 1.777  0.057
C 0.955 -0.949 1.292  -0.034
N 0.661 -1.961 0.279  0.026
C 1.872 -2.605 -0.235  -0.007
C 2.546 -3.509 0.803  0.005
C 1.562 -4.579 1.274  -0.001
C 0.281 -3.921 1.787  0.000
C -0.292 -2.987 0.717  0.012
C -0.752 -0.575 3.591  -0.005
C -1.673 -1.525 4.027  -0.004
C -1.610 -2.060 5.307  -0.001
C -0.617 -1.653 6.182  0.000
C 0.298 -0.689 5.777  0.000
C 0.227 -0.160 4.499  -0.002
C -0.103 1.841 2.029  0.001
C 1.132 2.337 1.611  -0.008
C 1.517 3.640 1.896  -0.001
C 0.662 4.478 2.595  0.000
C -0.590 4.018 2.978  -0.001
C -0.961 2.712 2.703  -0.002
H -2.601 0.705 0.375  0.004
H -2.628 -1.061 0.643  0.000
H 1.409 -1.386 2.192  0.007
H 1.701 -0.280 0.861  -0.013
H 2.564 -1.828 -0.567  0.001
H 1.596 -3.215 -1.096  0.001
H 2.891 -2.920 1.658  0.000
H 3.424 -3.970 0.346  0.000
H 2.016 -5.192 2.058  0.000
H 1.318 -5.230 0.430  0.000
H 0.481 -3.359 2.705  0.000
H -0.468 -4.680 2.025  0.001
H -1.189 -2.500 1.101  -0.001
H -0.571 -3.559 -0.169  -0.002
H -2.452 -1.862 3.349  0.001
H -2.326 -2.812 5.617  0.000
H -0.551 -2.082 7.174  0.000
H 1.078 -0.367 6.457  0.000
H 0.954 0.584 4.190  0.000
H 1.806 1.706 1.046  0.002
H 2.483 4.003 1.567  0.000
H 0.970 5.488 2.838  0.000
H -1.272 4.685 3.492  0.000
H -1.937 2.356 3.016  -0.001
C -1.230 3.760 -0.503  -0.003
C -1.135 3.028 -1.851  -0.007
O -0.388 1.897 -1.837  -0.063
C -2.597 2.765 -2.329  0.007
F -2.689 2.429 -3.625  0.000
F -3.399 3.852 -2.174  0.000
F -3.152 1.787 -1.609  0.003
C -0.486 4.023 -2.855  -0.002
F -0.376 3.537 -4.105  0.000
F 0.771 4.328 -2.461  0.000
F -1.152 5.194 -2.950  0.000
H -1.574 3.049 0.241  0.001
H -1.908 4.609 -0.550  0.000
H -0.239 4.104 -0.215  0.000